Below is 2 unconnected molecules or ions with the total composition CH5ClN2P in a non-equilibrium geometry, with properties calculated with wB97M-V/def2-TZVPD.

Atoms and positions in Å:
C (0.11, -0.09, 0.15)
N (0.83, -0.26, 1.24)
N (-0.95, 0.68, 0.12)
P (1.74, -0.26, -3.02)
Cl (3.12, -1.58, -3.12)
H (0.62, 0.24, 2.02)
H (1.36, -1.10, 1.24)
H (-1.15, 1.21, 1.03)
H (-1.32, 1.12, -0.73)
H (0.67, -1.11, -2.44)

Total charge   +1
Energy above the lowest of the compared OMol25 structures with the same formula, charge and spin   74.1 kcal per mole
DFT total energy   -25899.58599 eV
M   111.5 g mol⁻¹